Record 1
ORCA calculation (ωB97M-V/def2-TZVPD) on a 3-piece molecular cluster, C4H13NO2 overall at a distorted geometry.

Properties
LUMO level (eV): 0.5
ΔE to the lowest compared entry with this formula, charge and spin (kcal per mole): 58.6
Structure (SMILES): C/C=C/NC.O.O

Element x y z (Å)
O1 -1.2655 2.8556 -0.8983
O2 1.6768 2.2386 0.0495
N1 1.1112 -2.0405 -0.0644
C1 2.3334 -1.7414 -0.6874
C2 -1.9662 -0.1629 1.2422
C3 0.2259 -1.0486 0.2729
C4 -1.0458 -1.2888 0.7690
H1 -2.0144 3.0750 -0.3145
H2 1.0118 1.9089 -0.6905
H3 -2.1031 0.5455 0.3571
H4 -1.7734 2.6091 -1.6885
H5 -2.9596 -0.4643 1.3721
H6 2.8838 -2.6588 -0.7968
H7 -1.6199 -2.1704 0.5690
H8 3.0223 -1.0351 -0.1454
H9 2.2525 -1.1590 -1.6613
H10 0.5127 -0.0085 0.2327
H11 -1.9617 0.2736 2.2928
H12 0.5016 -2.7763 -0.5747
H13 1.1777 3.0483 0.3645

---

Record 2
ORCA calculation (ωB97M-V/def2-TZVPD) on a 2-piece molecular cluster, C7H13N3O overall at a distorted geometry.

Properties
LUMO level (eV): 0.7
ΔE to the lowest compared entry with this formula, charge and spin (kcal per mole): 8.3
Structure (SMILES): CCc1c[nH]cn1.CC(N)=O

Element x y z (Å)
O1 0.8200 0.9722 4.2182
N1 2.3012 0.6750 2.5548
N2 -2.1236 1.1515 -0.2963
N3 -1.7421 -0.8621 -1.0846
C1 0.4021 -0.8429 -3.3330
C2 0.6235 -0.5922 -1.8188
C3 -0.5639 -0.1763 -1.0225
C4 -0.7648 1.0755 -0.5004
C5 1.1318 0.4609 3.1649
C6 0.2392 -0.5488 2.4882
C7 -2.6572 -0.0254 -0.6684
H1 0.1453 -1.4683 3.0642
H2 -0.7601 -0.1496 2.3284
H3 1.4417 0.1246 -1.7125
H4 -0.0667 -1.8145 -3.4100
H5 2.4921 0.4120 1.6058
H6 2.9804 1.3126 2.9347
H7 -0.1617 1.9353 -0.2688
H8 0.6416 -0.8806 1.5293
H9 -2.7008 1.9426 -0.1213
H10 -0.3381 -0.1291 -3.6934
H11 1.3564 -0.7946 -3.8436
H12 -3.7094 -0.2466 -0.7067
H13 1.0133 -1.5311 -1.4083

---

Record 3
ORCA calculation (ωB97M-V/def2-TZVPD) on C13H37O15Tl as an isolated structure at a distorted geometry.

Properties
Spin multiplicity: 2
LUMO level (spin up / spin down) (eV): -13.6 / -14.0
ΔE to the lowest compared entry with this formula, charge and spin (kcal per mole): 0.0
Total charge: +3

Element x y z (Å)
Tl1 -2.2131 0.3339 -3.3721
O1 4.3602 1.1039 0.4543
O2 1.6978 -0.0792 4.2910
O3 -1.9334 -2.0606 -1.6949
O4 -2.9032 -2.4062 -4.4467
O5 0.1757 3.3028 0.9187
O6 1.1767 0.7624 0.4789
O7 3.0883 -0.9110 2.0314
O8 -0.0052 0.2326 -1.3958
O9 0.3841 -1.2386 -4.1027
O10 -2.9829 0.4554 -0.3182
O11 0.4331 -2.3987 2.6530
O12 -3.1428 0.1770 2.6879
O13 0.9759 6.0351 1.0942
O14 -0.9682 -0.1892 -6.2794
O15 0.0696 -1.1315 0.2896
C1 0.7376 3.7404 2.0993
C2 -2.4538 1.1435 1.9317
C3 -2.0269 -3.3249 -2.3621
C4 0.5563 5.2177 2.2454
C5 4.4277 1.0683 1.9090
C6 -0.1932 -1.5897 3.5775
C7 -3.1979 1.5072 0.6446
C8 0.4537 -1.9477 -5.3791
C9 -3.1372 -3.3526 -3.3839
C10 0.1971 -0.9157 -6.4868
C11 0.4023 -0.0995 -0.2655
C12 4.4464 -0.3884 2.3302
C13 0.7715 -1.0888 4.6973
H1 -2.3857 1.9531 2.6584
H2 5.2059 1.7026 2.3333
H3 1.1233 5.6591 3.0650
H4 1.4266 -2.4046 -5.5600
H5 -1.4229 0.8888 1.6855
H6 4.7673 -0.4557 3.3697
H7 0.7612 5.6318 0.2499
H8 0.1512 -1.5361 -7.3819
H9 -1.2620 -2.1207 -1.0114
H10 0.3351 -2.0457 1.7657
H11 -3.1887 -4.3830 -3.7356
H12 -1.3883 0.0630 -7.1049
H13 5.1772 -0.9256 1.7256
H14 1.1957 0.2412 1.2849
H15 1.7769 3.4123 2.1181
H16 1.0771 -0.2817 -6.5945
H17 -2.8876 2.5119 0.3578
H18 3.4603 0.8682 0.2173
H19 0.9236 -1.7097 -3.4634
H20 0.5583 2.4328 0.7832
H21 -3.3234 -0.5816 2.1279
H22 2.5027 -0.9042 2.7921
H23 -2.2008 -4.1041 -1.6201
H24 -4.0092 -3.1233 -2.7713
H25 -1.1041 -3.6328 -2.8538
H26 -4.2532 1.6923 0.8452
H27 1.2692 -1.9382 5.1653
H28 0.2327 3.2249 2.9162
H29 -1.0606 -2.1272 3.9605
H30 -3.3010 -2.8077 -5.2227
H31 3.4919 1.4862 2.2802
H32 -3.4559 -0.2645 0.1057
H33 1.9752 0.3637 5.0963
H34 -0.6983 -0.7710 3.0650
H35 -0.5005 5.3794 2.4576
H36 0.1617 -0.6464 5.4851
H37 -0.3274 -2.7057 -5.4386

---

Record 4
ORCA calculation (ωB97M-V/def2-TZVPD) on C27H33Ge2N5O3PtS as an isolated structure.

Properties
Spin multiplicity: 2
LUMO level (spin up / spin down) (eV): -3.3 / -4.5
ΔE to the lowest compared entry with this formula, charge and spin (kcal per mole): 12.6
Total charge: +1

Element x y z (Å)
Pt1 2.4650 -0.5111 1.4048
Ge1 -1.3019 -0.2308 -1.0398
Ge2 -2.9664 0.1087 0.6888
S1 2.3255 -2.6905 0.4687
O1 3.2291 0.2167 3.1086
O2 0.4778 0.4356 -1.0485
O3 5.3466 0.0698 0.9857
N1 0.8603 -1.1494 2.4089
N2 4.0950 0.2103 0.4608
N3 0.1878 -4.1924 0.8237
N4 0.1766 -2.2905 2.0616
N5 1.6945 0.3154 -0.5124
C1 -1.2917 1.5741 -4.8215
C2 0.4130 -0.5023 3.4311
C3 2.4297 0.8916 3.9420
C4 -2.1700 -4.0986 -2.4311
C5 2.6016 1.0143 -1.1249
C6 -1.6928 1.0181 -2.4966
C7 0.0629 -2.4537 -2.3987
C8 -2.2280 -2.8543 -1.8205
C9 0.1309 -3.7023 -3.0002
C10 -4.5777 -0.0329 -0.4290
C11 -3.2755 -1.0476 2.2270
C12 5.1304 1.5696 -1.2727
C13 -2.4605 2.1737 -2.3817
C14 -0.9871 -4.5252 -3.0192
C15 1.0591 0.5957 4.1013
C16 -2.6423 3.0223 -3.4665
C17 0.7794 -3.0385 1.1904
C18 2.2250 2.6095 5.6191
C19 3.9759 0.9176 -0.5979
C20 -1.1158 -2.0139 -1.8008
C21 0.3043 1.3162 5.0409
C22 -2.0584 2.7241 -4.6873
C23 -1.1112 0.7323 -3.7351
C24 -2.7247 1.9498 1.3508
C25 2.3453 1.8744 -2.3181
C26 2.9981 1.8999 4.7226
C27 0.8689 2.3249 5.7856
H1 -2.9344 2.6925 0.5822
H2 4.8376 2.5404 -1.6653
H3 -2.2029 3.3824 -5.5338
H4 -4.5068 0.5575 -1.3387
H5 0.9448 -1.8227 -2.3892
H6 1.0547 -4.0333 -3.4568
H7 4.0521 2.1104 4.6037
H8 0.6493 -4.8189 0.1900
H9 5.9644 1.6840 -0.5877
H10 -0.5284 -0.1734 -3.8623
H11 -0.5143 -0.8838 3.8488
H12 -0.9377 -5.4957 -3.4953
H13 1.2939 1.8860 -2.5731
H14 -4.0299 -0.5119 2.8070
H15 -3.6912 -2.0115 1.9358
H16 5.2016 -0.2185 1.9012
H17 -1.6984 2.1059 1.6888
H18 0.2753 2.8779 6.4994
H19 -3.1602 -2.5426 -1.3601
H20 5.4586 0.9570 -2.1158
H21 -3.3907 2.1420 2.1929
H22 -4.7916 -1.0647 -0.7059
H23 -0.8445 1.3290 -5.7765
H24 -2.3903 -1.2085 2.8305
H25 -3.0455 -4.7344 -2.4488
H26 -2.9232 2.4387 -1.4405
H27 2.9167 1.5130 -3.1761
H28 -3.2426 3.9159 -3.3556
H29 -0.5930 -4.5297 1.3605
H30 2.6835 3.3961 6.2044
H31 -0.7408 1.0620 5.1728
H32 -5.4219 0.3349 0.1575
H33 2.6767 2.8940 -2.1135

---

Record 5
ORCA calculation (ωB97M-V/def2-TZVPD) on C19H9Br2Cl3N3O6Ti as an isolated structure at a distorted geometry.

Properties
Spin multiplicity: 3
LUMO level (spin up / spin down) (eV): 2.3 / 1.9
ΔE to the lowest compared entry with this formula, charge and spin (kcal per mole): 5.6
Total charge: -1

Element x y z (Å)
Br1 -4.6003 2.7027 -3.9675
Br2 3.1421 3.6990 -3.4783
Ti1 -0.4616 -0.6489 0.1730
Cl1 -1.6052 -0.6011 3.8980
Cl2 -3.3140 -2.8625 4.4079
Cl3 -0.8189 -3.2658 3.0313
O1 -4.0552 -2.1804 1.7227
O2 -0.5144 1.1146 1.0038
O3 0.3013 -2.3818 -0.2325
O4 1.9707 -3.8601 0.1488
O5 -2.0826 -1.4732 0.9714
O6 0.6127 2.6429 2.2323
N1 1.0837 -0.7143 1.3904
N2 0.8143 0.2881 -1.3117
N3 -1.7986 0.0032 -1.4088
C1 -1.2792 1.0747 -2.0995
C2 2.1587 0.3275 -1.3414
C3 -2.1287 1.9188 -2.8597
C4 1.9007 -1.7763 1.3245
C5 2.1776 2.3038 -2.6372
C6 -3.4453 1.6080 -2.9408
C7 2.6437 0.4755 2.7021
C8 3.4669 -0.6464 2.7187
C9 -3.9817 0.4828 -2.2799
C10 -2.1889 -2.1453 3.2363
C11 0.4634 1.5374 1.7746
C12 0.1266 1.2428 -2.0280
C13 0.8234 2.3062 -2.6621
C14 -3.1190 -0.2565 -1.5204
C15 -2.8835 -1.9080 1.8577
C16 1.3934 -2.8199 0.3522
C17 3.1009 -1.7805 2.0008
C18 2.9010 1.2730 -1.9916
C19 1.4544 0.4143 2.0108
H1 3.7329 -2.6562 1.9331
H2 -3.4684 -1.0977 -0.9362
H3 0.2869 3.0990 -3.1599
H4 2.6628 -0.4628 -0.7964
H5 3.9790 1.2395 -1.9812
H6 -5.0280 0.2264 -2.3364
H7 2.9117 1.4003 3.1955
H8 4.4037 -0.6238 3.2604
H9 -1.7387 2.7814 -3.3770

---

Record 6
ORCA calculation (ωB97M-V/def2-TZVPD) on the molecule C20H37BF4NO7PS2 at a distorted geometry.

Properties
LUMO level (eV): -0.8
ΔE to the lowest compared entry with this formula, charge and spin (kcal per mole): 69.7
Structure (SMILES): CCCCCCCCCCCC[C@]1(S)[C@@H](C(=O)[O-])O[C@](B(O)O)(C(F)(F)C(F)F)[C@@H]([PH2]=S)[N@H+]1COO

Element x y z (Å)
S1 -1.9779 -3.6783 -0.0780
S2 -1.4622 -0.2704 -0.8606
P1 -3.6839 -3.2074 0.6733
F1 -6.7493 1.1554 -2.3711
F2 -6.6053 0.2543 0.1257
F3 -7.1566 -1.8035 -0.3803
F4 -8.4459 -0.1473 -1.9189
O1 -5.7658 -3.2574 -2.3918
O2 -3.1868 3.3214 -1.7141
O3 -1.5452 -1.2712 2.1676
O4 -4.2789 -0.0253 -1.6884
O5 -3.5352 -2.4301 -2.7257
O6 -2.6869 1.6451 -2.9932
O7 -1.0733 -1.5824 3.4251
N1 -3.5276 -0.3359 1.0863
C1 -4.3295 -1.4424 0.4490
C2 -7.0719 -0.1536 -2.1585
C3 -0.8094 1.7823 1.5178
C4 9.3115 -1.4213 1.4600
C5 0.0786 2.9751 0.9503
C6 3.2571 1.4215 -0.8520
C7 2.0232 1.3956 0.1512
C8 7.2666 -1.1756 -0.0474
C9 -2.2773 1.8265 0.9497
C10 -4.8935 -1.1000 -1.0079
C11 5.7498 0.6730 -0.9971
C12 -2.7481 0.5491 0.1511
C13 -3.8325 1.0722 -0.8920
C14 -6.4210 -0.7271 -0.8591
C15 1.0243 2.5421 -0.2223
C16 4.6532 1.4033 -0.1242
C17 -2.8281 -0.7214 2.3541
C18 8.8123 -1.5294 -0.0379
C19 7.0237 0.3893 -0.0851
C20 -3.1708 2.0685 -1.9393
B1 -4.7486 -2.3484 -2.0785
H1 -4.2463 0.3223 1.4394
H2 -2.7182 0.1503 3.0548
H3 -0.8329 0.7356 -1.5427
H4 -4.6296 1.6708 -0.3876
H5 6.0083 1.3178 -1.8751
H6 -6.9312 -0.7615 -3.0753
H7 -5.9948 -3.8168 -1.6293
H8 6.8371 -1.6784 -0.9474
H9 1.5261 0.4101 -0.0040
H10 8.5010 -1.6515 2.1933
H11 7.9278 0.9340 -0.4432
H12 3.2209 2.3391 -1.4926
H13 -0.2716 0.8201 1.4019
H14 8.9001 -2.5915 -0.3712
H15 9.3948 -0.8751 -0.7230
H16 -0.7410 -0.7440 3.8090
H17 10.1846 -2.0985 1.6167
H18 -3.6110 -3.4284 2.0892
H19 9.6349 -0.3691 1.6392
H20 -5.2688 -1.4876 1.0761
H21 -2.3776 2.7752 0.3749
H22 -3.5403 -1.3988 2.9022
H23 3.2212 0.5575 -1.5578
H24 4.9831 2.4624 -0.0086
H25 6.7540 0.7167 0.9463
H26 -0.5220 3.8854 0.7305
H27 2.3838 1.4441 1.2035
H28 0.7574 3.2559 1.8017
H29 5.3027 -0.2734 -1.3839
H30 6.8024 -1.6170 0.8625
H31 -3.2111 -3.3475 -2.7211
H32 -2.9564 1.9562 1.8423
H33 1.6557 3.4416 -0.4533
H34 -4.6654 -4.1544 0.2260
H35 0.4207 2.3442 -1.1371
H36 4.5740 0.9275 0.8805
H37 -0.8610 1.9804 2.6254

---

Record 7
ORCA calculation (ωB97M-V/def2-TZVPD) on C30H37Br2N6OZr as an isolated structure at a distorted geometry.

Properties
LUMO level (eV): -8.6
ΔE to the lowest compared entry with this formula, charge and spin (kcal per mole): 30.2
Total charge: +3

Element x y z (Å)
Zr1 -0.0429 0.6140 0.1725
Br1 5.4223 1.1855 -4.3387
Br2 3.8075 3.3552 0.6836
O1 1.2812 1.9494 -0.0184
N1 -1.7461 -5.4586 -0.7396
N2 -1.2716 -2.5820 -0.3665
N3 0.6889 0.2249 -2.0321
N4 -1.7819 1.8951 -0.3836
N5 -0.5887 1.2676 1.9895
N6 1.2332 -0.6737 1.5397
C1 4.4196 2.1369 -1.8667
C2 2.4883 -0.0746 -4.1896
C3 -1.0542 -0.9390 -3.2754
C4 2.7549 0.3865 3.2450
C5 -0.2363 -3.4884 -0.8651
C6 -3.3183 4.4560 1.9205
C7 0.6211 1.4216 2.6902
C8 0.9901 2.5203 3.4790
C9 3.4703 2.3071 -0.8578
C10 2.8746 0.7002 -3.0820
C11 -1.4579 2.7296 -1.5602
C12 3.0491 1.4377 4.0980
C13 -3.0308 1.1418 -0.6289
C14 2.1867 2.5188 4.1734
C15 2.4401 -1.1027 0.7955
C16 -1.5382 2.3029 2.0294
C17 4.1275 1.3638 -2.9707
C18 -2.1838 -3.3488 0.4895
C19 -2.8110 -4.5611 -0.2144
C20 -2.0659 2.7381 0.7996
C21 -2.9381 3.8185 0.7522
C22 1.9265 0.8432 -2.0230
C23 1.2204 -0.6006 -4.2282
C24 -0.7940 -4.7130 -1.6047
C25 -2.8719 3.9802 3.1440
C26 2.2122 1.7046 -0.9303
C27 0.7144 -1.8070 2.3322
C28 0.3466 -0.4228 -3.1454
C29 -1.9887 2.9170 3.2036
C30 1.5773 0.3945 2.5133
H1 -3.9861 5.2998 1.8751
H2 0.4293 -2.9533 -1.5449
H3 -1.8106 -2.2380 -1.1625
H4 -1.6489 2.5369 4.1567
H5 0.0303 -5.3668 -1.8914
H6 -1.3245 -4.4128 -2.5110
H7 3.1671 -0.2230 -5.0163
H8 -1.2152 2.0974 -2.4227
H9 -3.2096 0.4461 0.2018
H10 -2.3068 3.3643 -1.8363
H11 3.0565 -0.2298 0.5546
H12 -1.2512 -5.8913 0.0517
H13 0.8705 -1.1415 -5.0935
H14 5.3782 2.6265 -1.7814
H15 -0.2287 -1.5259 2.8077
H16 0.5761 -2.6842 1.7019
H17 -2.9898 -2.7035 0.8417
H18 0.3563 -3.8281 -0.0107
H19 -1.6560 -0.6606 -2.4052
H20 -2.9936 0.6070 -1.5808
H21 3.4684 -0.4163 3.1506
H22 2.1577 -1.6254 -0.1293
H23 -3.3209 4.1924 -0.1839
H24 -0.6042 3.3762 -1.3202
H25 3.9551 1.4132 4.6781
H26 -1.6225 -3.6921 1.3619
H27 -1.0628 -2.0180 -3.4267
H28 3.0574 -1.7796 1.3977
H29 -3.4298 -4.2458 -1.0555
H30 0.3522 3.3895 3.5348
H31 -3.4476 -5.1025 0.4893
H32 -2.1719 -6.2300 -1.2727
H33 -3.8808 1.8313 -0.6762
H34 -1.5057 -0.5092 -4.1708
H35 -3.1974 4.4551 4.0556
H36 1.4243 -2.0668 3.1252
H37 2.4530 3.3699 4.7780

---

Record 8
ORCA calculation (ωB97M-V/def2-TZVPD) on C53H56AsN2O4PRuS as an isolated structure at a distorted geometry.

Properties
Spin multiplicity: 6
LUMO level (spin up / spin down) (eV): -1.7 / -4.3
ΔE to the lowest compared entry with this formula, charge and spin (kcal per mole): 7.6
Total charge: +1

Element x y z (Å)
Ru1 -1.3356 1.4365 -0.1079
As1 -1.4514 -5.1508 0.0523
S1 -3.0552 3.1850 -1.2498
P1 -0.6404 -0.8045 -1.0769
O1 -0.5246 3.2747 -0.8266
O2 -4.3449 2.6598 -1.7772
O3 0.7105 5.1068 -0.4122
O4 1.2828 1.6517 -0.3492
N1 -3.3556 0.1778 -0.2700
N2 -5.0935 -0.8962 0.4872
C1 0.2844 -6.3647 -2.0153
C2 -2.8658 5.8554 -1.5445
C3 1.8207 2.9820 -0.4340
C4 2.5782 3.3356 0.8491
C5 1.9758 -4.5737 2.5051
C6 3.2921 -2.0574 -1.1529
C7 0.3866 -8.8180 -0.7143
C8 -0.9610 -0.6252 -5.6533
C9 3.0623 2.9347 3.1879
C10 -1.2548 1.4781 1.9186
C11 1.4186 -1.1553 0.6834
C12 -0.6640 0.1677 5.1198
C13 0.5928 3.9084 -0.5465
C14 -2.5096 1.8795 5.1690
C15 1.4492 -3.9050 3.6054
C16 1.1470 -4.9597 1.4573
C17 1.0628 -8.6427 -1.9173
C18 0.0163 0.0978 -4.9828
C19 2.6747 -1.5563 1.1178
C20 -0.7410 -4.0214 2.6139
C21 0.0902 -3.6223 3.6575
C22 -0.2208 -4.6894 1.5050
C23 -0.3397 -7.7700 -0.1686
C24 2.6712 3.1118 -1.7066
C25 -1.1935 1.5040 3.1402
C26 -4.1711 -0.1492 -1.3448
C27 4.1090 2.0432 -3.3436
C28 -0.7942 -0.7683 -2.8799
C29 -0.8902 -3.6320 -1.0752
C30 3.5146 4.3655 0.8619
C31 -0.3901 -6.5319 -0.8093
C32 -3.9404 5.5277 -0.5044
C33 0.0943 0.0392 -3.5987
C34 1.0917 -1.2057 -0.6782
C35 3.3038 1.9742 -2.2120
C36 -2.5843 4.5740 -2.3356
C37 3.6092 -2.0132 0.1980
C38 -1.8853 -1.3772 -4.9389
C39 -1.1200 1.5434 4.6078
C40 2.3378 2.6431 2.0346
C41 1.0105 -7.4171 -2.5658
C42 -1.8098 -1.4445 -3.5534
C43 3.9946 3.9581 3.1882
C44 -3.4339 4.2534 0.1591
C45 -3.9444 -0.2848 0.8168
C46 4.2065 4.6818 2.0216
C47 2.0368 -1.6552 -1.5949
C48 3.6574 4.3880 -3.5076
C49 -1.4370 -2.3483 -0.4746
C50 -5.2530 -0.8229 -0.8853
C51 4.2879 3.2539 -3.9979
C52 2.8546 4.3208 -2.3719
C53 -0.1089 2.6210 5.0253
H1 0.8861 2.3882 4.6410
H2 -4.0720 6.3319 0.2170
H3 2.0965 -3.6184 4.4279
H4 -4.8995 5.3299 -0.9842
H5 0.1969 -3.6329 -1.0941
H6 -3.9301 0.1367 -2.3556
H7 0.4222 -9.7738 -0.2049
H8 -2.6676 -1.9143 -5.4601
H9 1.5358 -7.2758 -3.5029
H10 -1.0219 -0.5806 -6.7348
H11 -6.1088 -1.2334 -1.3960
H12 -2.5498 -2.0163 -3.0064
H13 -2.8748 2.8257 4.7665
H14 0.3062 -0.1034 4.6978
H15 4.9182 3.3148 -4.8791
H16 -0.8691 -7.9134 0.7672
H17 -1.3863 -0.6069 4.8514
H18 4.0237 -2.4129 -1.8688
H19 1.5652 -5.4856 0.6058
H20 4.5864 -2.3417 0.5348
H21 -3.2264 4.4261 -3.2049
H22 3.0352 -4.8027 2.4641
H23 -2.5010 4.4213 0.7030
H24 0.2536 -5.4166 -2.5396
H25 1.5621 1.8897 2.0898
H26 3.7090 4.9216 -0.0460
H27 -5.7315 -1.3314 1.1296
H28 -0.3254 -3.1076 4.5170
H29 -1.5382 4.4687 -2.6101
H30 -0.0591 2.6722 6.1158
H31 2.9211 -1.5191 2.1730
H32 -3.2291 1.0958 4.9211
H33 4.9231 5.4957 2.0086
H34 3.1801 1.0232 -1.7062
H35 4.5493 4.1931 4.0894
H36 1.8001 -1.6885 -2.6520
H37 0.6840 -0.7952 1.3968
H38 -1.2604 -2.3360 0.6054
H39 1.8061 1.1460 0.2869
H40 -2.5162 -2.2656 -0.6232
H41 -4.1518 3.7174 0.7786
H42 2.3658 5.2162 -2.0093
H43 -3.5576 -0.2037 1.8238
H44 2.8902 2.3556 4.0910
H45 -1.8070 -3.8266 2.6706
H46 -0.5741 0.1957 6.2087
H47 0.7179 0.7134 -5.5343
H48 0.8261 0.6379 -3.0664
H49 3.7833 5.3385 -4.0128
H50 -0.3978 3.6002 4.6403
H51 4.5991 1.1467 -3.7108
H52 -3.1712 6.6630 -2.2088
H53 -2.4527 1.9635 6.2570
H54 -1.2489 -3.7956 -2.0889
H55 -1.9497 6.1609 -1.0345
H56 1.6236 -9.4628 -2.3500